Formula: C4H9N4
Source: the Open Molecules 2025 dataset
Level of theory: ωB97M-V/def2-TZVPD

Relative energy (zero: lowest compared OMol25 entry of this formula, charge and spin), kJ/mol: 366.42
Orbital gap (alpha / beta), Eh: 0.3186 / 0.2991
HOMO energy (alpha / beta), eV: -13.55 / -12.72
Multiplicity: 1
LUMO level (alpha / beta), hartree: -0.179 / -0.169
Total charge: +1
Molar mass, g/mol: 113.1

Geometry as XYZ:
```
17
Properties=species:S:1:pos:R:3:forces:R:3:nbo_charge:R:1
C 1.853 0.044 -0.661 -2.077 2.770 1.106 0.351
C -1.658 -0.017 -0.637 1.354 -2.528 -0.343 -0.129
C 0.217 -0.696 0.759 -0.632 2.233 -0.631 0.020
C 0.487 0.789 0.963 -3.271 -1.219 -1.330 0.067
N 1.221 -1.001 -0.251 0.657 -2.105 -0.211 -0.503
N -1.141 -0.983 0.420 -0.561 -0.346 -1.428 -0.600
N -1.506 1.268 -0.231 2.803 1.770 -0.544 -0.481
N 1.381 1.126 -0.007 2.453 1.601 -0.744 -0.515
H 2.456 0.274 -1.481 1.189 -0.714 -1.232 0.252
H -1.127 -0.138 -1.602 -0.423 -0.281 0.200 0.161
H -2.698 -0.268 -0.721 -0.810 -0.234 -0.343 0.247
H 0.332 -1.093 1.701 1.125 -1.937 1.893 0.243
H 0.234 1.146 1.952 0.612 0.999 -0.392 0.267
H 1.379 -1.924 -0.626 0.019 -0.046 0.040 0.447
H -1.214 -1.977 0.121 -0.301 0.846 0.387 0.381
H -1.881 1.370 0.649 -1.549 0.476 2.584 0.326
H 1.666 2.079 -0.349 -0.589 -1.287 0.986 0.466
```
Positions in Å, forces in eV/Å.

---

Formula: C3H2FO3Y
Source: the Open Molecules 2025 dataset
Level of theory: ωB97M-V/def2-TZVPD

Orbital gap, Eh: 0.2450
HOMO energy, eV: -28.20
Multiplicity: 1
LUMO level, hartree: -0.791
Total charge: +4
Molar mass, g/mol: 194.0

Geometry as XYZ:
```
10
Properties=species:S:1:pos:R:3:forces:R:3:nbo_charge:R:1
C 0.810 -0.736 0.724 2.589 0.230 -6.398 0.831
C 1.332 0.505 0.079 -0.380 -4.294 2.347 0.001
O 0.239 1.055 -0.499 -2.446 0.243 -0.188 -0.310
C -0.829 0.241 -0.370 5.543 0.558 2.786 1.089
O -0.487 -0.807 0.438 -1.786 0.156 0.493 -0.371
O -1.924 0.483 -0.754 -5.328 -0.129 -1.639 -0.801
Y -4.257 0.180 -1.201 1.332 0.424 0.105 2.916
F 1.457 -1.822 0.711 -0.447 0.555 2.126 -0.095
H 2.228 0.437 -0.555 0.634 0.656 0.893 0.390
H 1.430 0.465 1.427 0.289 1.603 -0.525 0.351
```
Positions in Å, forces in eV/Å.

---

Formula: C9H12NO
Source: the Open Molecules 2025 dataset
Level of theory: ωB97M-V/def2-TZVPD

Orbital gap (alpha / beta), Eh: 0.1985 / 0.1984
HOMO energy (alpha / beta), eV: -1.62 / -1.62
Multiplicity: 1
LUMO level (alpha / beta), hartree: 0.139 / 0.139
Total charge: -1
Molar mass, g/mol: 150.2

Geometry as XYZ:
```
23
Properties=species:S:1:pos:R:3:forces:R:3:nbo_charge:R:1
C 1.718 1.361 1.009 1.831 2.662 1.784 -0.606
C 1.158 0.059 0.930 0.021 -3.708 -0.973 -0.150
C -0.225 -0.036 0.491 -3.173 0.326 -0.241 0.026
C -0.951 -1.250 0.739 0.350 1.556 -1.041 -0.240
C -2.309 -1.362 0.376 1.095 1.346 -0.246 -0.219
C -3.010 -0.284 -0.169 0.907 0.570 -0.874 -0.270
C -2.269 0.886 -0.567 -0.541 -2.017 2.488 -0.245
C -0.940 1.034 -0.220 1.202 -2.862 0.392 -0.246
N 1.980 -0.725 -0.173 -0.060 0.404 3.059 -0.157
C 1.614 -0.339 -1.486 -0.232 -0.210 -1.883 -0.445
O 1.937 -2.086 0.085 -0.348 0.525 -0.754 -0.800
H 1.580 1.998 0.135 0.302 -0.184 -0.117 0.195
H 1.266 1.916 1.867 0.346 -0.143 -0.423 0.188
H 2.799 1.147 1.240 -0.770 0.900 -0.417 0.222
H 1.342 -0.500 1.917 -0.263 0.493 -1.660 0.214
H -0.287 -2.070 0.998 -0.357 -0.226 0.400 0.259
H -2.798 -2.282 0.506 -0.619 -1.148 0.233 0.192
H -4.062 -0.394 -0.479 0.518 0.161 0.440 0.191
H -2.790 1.788 -0.667 -0.941 1.187 -1.426 0.191
H -0.377 1.766 -0.758 0.272 0.983 0.529 0.198
H 0.747 -0.837 -1.962 0.125 -0.583 0.287 0.151
H 1.381 0.700 -1.723 0.132 0.538 1.006 0.169
H 2.498 -0.490 -2.089 0.203 -0.569 -0.563 0.184
```
Positions in Å, forces in eV/Å.

---

Formula: C3H4N2OS
Source: the Open Molecules 2025 dataset
Level of theory: ωB97M-V/def2-TZVPD

Relative energy (zero: lowest compared OMol25 entry of this formula, charge and spin), kJ/mol: 610.53
Orbital gap (alpha / beta), Eh: 0.3008 / 0.2516
HOMO energy (alpha / beta), eV: -9.11 / -8.35
Multiplicity: 1
LUMO level (alpha / beta), hartree: -0.034 / -0.055
Molar mass, g/mol: 116.1

Geometry as XYZ:
```
11
Properties=species:S:1:pos:R:3:forces:R:3:nbo_charge:R:1
C 0.291 -0.064 0.371 -0.779 -0.005 0.547 0.008
C -0.173 1.386 0.320 1.015 -1.456 -0.771 -0.445
C -2.171 -0.137 -0.138 -1.569 0.607 -0.086 -0.267
N 1.292 -0.649 -0.501 -0.766 0.426 1.991 -0.821
N -1.072 -0.837 0.056 2.493 1.080 1.081 0.024
O -0.977 -2.059 0.020 -0.215 -1.434 -0.151 -0.294
S -1.800 1.509 0.023 0.043 -0.227 -0.150 0.581
H 0.645 -0.157 1.478 -0.729 -0.605 -1.758 0.229
H 0.609 2.075 0.125 0.159 1.125 0.132 0.228
H 1.162 -0.741 -1.474 -0.712 0.279 -1.009 0.385
H 2.196 -0.326 -0.279 1.060 0.210 0.174 0.372
```
Positions in Å, forces in eV/Å.